1.
{
  "formula": "CH2BO5",
  "method": "wB97M-V/def2-TZVPD",
  "charge": -1,
  "homo_lumo_gap_ev": 9.10,
  "homo_ev": -5.443,
  "species": ["B", "C", "O", "O", "O", "O", "O", "H", "H"],
  "positions_angstrom": [[-2.1352, -0.3049, -0.1746], [1.3103, -0.2042, 0.1337], [1.0392, -1.4355, 0.1289], [2.0309, 0.3645, -0.6339], [-1.4797, -1.2428, 0.4455], [0.6215, 0.5249, 1.1141], [-2.9547, 0.5119, -0.5740], [-0.4187, -1.3488, 0.5531], [1.0411, 1.3699, 1.2481]]
}

***

2.
{
  "formula": "CH2Br2N2O",
  "method": "wB97M-V/def2-TZVPD",
  "charge": 0,
  "homo_lumo_gap_ev": [6.99, 6.99],
  "homo_ev": [-7.488, -7.485],
  "species": ["C", "N", "N", "O", "Br", "Br", "H", "H"],
  "positions_angstrom": [[-0.8493, 0.0125, 0.6557], [-0.1933, -1.0939, 0.9793], [1.0723, 1.3610, -0.6859], [-1.5707, 0.8817, 0.3927], [-0.2501, 2.2541, -1.5335], [1.5922, -0.2568, -1.5598], [0.6225, -1.1941, 0.2686], [-0.4236, -1.9646, 1.4827]]
}

***

3.
{
  "formula": "CH2Br3N2",
  "method": "wB97M-V/def2-TZVPD",
  "charge": 1,
  "homo_lumo_gap_ev": [4.95, 6.49],
  "homo_ev": [-12.608, -12.767],
  "species": ["C", "N", "N", "Br", "Br", "Br", "H", "H"],
  "positions_angstrom": [[0.7188, 1.0731, 0.6476], [1.5555, 0.5873, -0.1183], [-1.7903, -1.3357, -0.5913], [-0.1653, 2.6197, 0.6654], [2.4770, -1.0814, 0.3109], [-2.6442, -2.6169, 0.2389], [1.9760, 1.1536, -0.9476], [-2.1275, -0.3997, -0.2055]]
}

***

4.
{
  "formula": "CH2Br3N2",
  "method": "wB97M-V/def2-TZVPD",
  "charge": 1,
  "homo_lumo_gap_ev": 8.46,
  "homo_ev": -14.414,
  "smiles": "BrN/C(Br)=[NH+]/Br",
  "species": ["Br", "N", "C", "Br", "N", "Br", "H", "H"],
  "positions_angstrom": [[-1.9194, 0.5458, -0.1763], [-0.5892, -0.7082, -0.5537], [0.9816, -0.3140, -0.2132], [2.1057, -1.7743, 0.0220], [1.4918, 0.8646, -0.1958], [3.3352, 1.3946, -0.2357], [-0.6392, -1.6255, -0.0553], [1.0096, 1.7238, -0.5501]]
}

***

5.
{
  "formula": "CH2BrF2P",
  "method": "wB97M-V/def2-TZVPD",
  "charge": 0,
  "homo_lumo_gap_ev": 10.42,
  "homo_ev": -10.163,
  "smiles": "FC(F)PBr",
  "species": ["F", "C", "F", "P", "Br", "H", "H"],
  "positions_angstrom": [[-0.3716, -1.6317, -0.6071], [-0.5014, -0.3397, -0.2241], [-1.7698, -0.2095, 0.1839], [0.7020, 0.2023, 1.0836], [2.4137, 0.3804, -0.2102], [-0.4758, 0.2286, -1.0790], [0.0029, 1.3696, 0.8529]]
}

***

6.
{
  "formula": "CH2BrFO",
  "method": "wB97M-V/def2-TZVPD",
  "charge": 0,
  "homo_lumo_gap_ev": 11.48,
  "homo_ev": -10.740,
  "smiles": "O[C@H](F)Br",
  "species": ["O", "C", "F", "Br", "H", "H"],
  "positions_angstrom": [[-0.8543, -0.7216, -0.3507], [-0.0315, 0.0693, 0.3542], [-0.0584, 1.4082, -0.1025], [1.8126, -0.3715, 0.0550], [-0.6497, -0.6628, -1.3356], [-0.2186, 0.2784, 1.3796]]
}

***

7.
{
  "formula": "CH2BrO3P",
  "method": "wB97M-V/def2-TZVPD",
  "charge": -2,
  "homo_lumo_gap_ev": 5.23,
  "homo_ev": 0.528,
  "species": ["C", "O", "O", "O", "P", "Br", "H", "H"],
  "positions_angstrom": [[-0.5401, -1.3126, 2.2379], [-1.0807, 0.9341, -3.1148], [0.1386, 2.6512, -1.6766], [1.4815, 0.8219, -2.8405], [0.1332, 1.3809, -2.4602], [0.1360, -2.6053, 3.7679], [0.2360, -1.6339, 1.4413], [-0.5044, -0.2363, 2.6450]]
}

***

8.
{
  "formula": "CH2BrP",
  "method": "wB97M-V/def2-TZVPD",
  "charge": 0,
  "homo_lumo_gap_ev": [8.63, 8.63],
  "homo_ev": [-9.906, -9.906],
  "species": ["C", "P", "Br", "H", "H"],
  "positions_angstrom": [[-0.1213, 0.2386, -0.2287], [0.7821, -0.7066, 0.7952], [-2.5220, 0.1736, 0.4008], [-0.0383, 0.9187, -1.1420], [1.8995, -0.6244, 0.1747]]
}

***

9.
{
  "formula": "CH2Cl2",
  "method": "wB97M-V/def2-TZVPD",
  "charge": -1,
  "homo_lumo_gap_ev": [2.76, 10.50],
  "homo_ev": [1.197, -6.140],
  "spin_multiplicity": 2,
  "species": ["C", "Cl", "Cl", "H", "H"],
  "positions_angstrom": [[6.7417, -10.9331, 22.1835], [7.5866, -11.5566, 23.5996], [5.0277, -10.6106, 22.4519], [7.4112, -10.1349, 21.8627], [6.7986, -11.5165, 21.2646]]
}

***

10.
{
  "formula": "CH2Cl2FN",
  "method": "wB97M-V/def2-TZVPD",
  "charge": 0,
  "homo_lumo_gap_ev": [5.89, 5.89],
  "homo_ev": [-8.565, -8.568],
  "species": ["C", "N", "F", "Cl", "Cl", "H", "H"],
  "positions_angstrom": [[-0.0045, 0.3721, 0.2574], [0.6070, 1.3997, 0.6709], [0.9313, -1.6868, 1.8268], [2.3986, 1.6260, 0.6353], [-0.1145, 2.3984, 1.8384], [-0.9688, -0.0215, 0.6847], [0.7186, -0.0576, -0.4692]]
}

***

Copy entry 8 word for word.
{
  "formula": "CH2BrP",
  "method": "wB97M-V/def2-TZVPD",
  "charge": 0,
  "homo_lumo_gap_ev": [8.63, 8.63],
  "homo_ev": [-9.906, -9.906],
  "species": ["C", "P", "Br", "H", "H"],
  "positions_angstrom": [[-0.1213, 0.2386, -0.2287], [0.7821, -0.7066, 0.7952], [-2.5220, 0.1736, 0.4008], [-0.0383, 0.9187, -1.1420], [1.8995, -0.6244, 0.1747]]
}